[1]
{
  "formula": "C5H6N",
  "method": "the ωB97M-V functional and the def2-TZVPD basis",
  "symbols": ["C", "C", "C", "C", "C", "N", "H", "H", "H", "H", "H", "H"],
  "coordinates": [[1.37114, 1.42214, 0.08850], [2.05047, 0.36740, 0.16733], [-0.96515, 0.72352, 0.58913], [-0.03434, 1.32856, -0.37181], [-0.36562, -0.13748, -0.41048], [1.58808, -0.90043, -0.03089], [-0.78182, 0.57552, 1.57842], [-1.98752, 0.84738, 0.60474], [-0.09087, 1.99957, -1.27604], [-0.83365, -0.84582, -1.09603], [1.75292, -1.36099, -0.92541], [1.79270, -1.69813, 0.63899]],
  "forces_ev_per_angstrom": [[1.230, -1.605, 0.172], [-0.396, 1.921, 0.336], [0.193, -0.549, -1.182], [2.128, 1.033, -1.424], [0.100, -0.473, -0.627], [-1.412, -2.282, 0.141], [1.642, 0.033, 2.870], [-2.477, 0.226, -0.920], [-1.206, -0.831, 1.045], [0.389, 0.196, 0.152], [0.331, 0.651, -0.385], [-0.521, 1.678, -0.178]],
  "lowdin_charge": [0.101, -0.030, -0.040, -0.193, 0.118, 0.138, 0.121, 0.121, 0.184, 0.147, 0.148, 0.186],
  "energy_ha": -248.3150,
  "gap_ha": [0.311, 0.296],
  "lumo_ev": [-6.5, -6.4],
  "total_charge": 1,
  "homo_energy_ev": [-14.936, -14.476]
}

[2]
{
  "formula": "C5H6N",
  "method": "the ωB97M-V functional and the def2-TZVPD basis",
  "symbols": ["C", "C", "C", "C", "C", "N", "H", "H", "H", "H", "H", "H"],
  "coordinates": [[0.96497, 0.87788, -0.05351], [1.94762, -0.05707, 0.00181], [-1.12013, -0.58999, -0.03209], [-1.31347, 0.93151, 0.06436], [0.05555, -1.14694, 0.01921], [-0.04967, 1.51843, -0.14940], [2.43494, -0.54120, -0.81566], [2.48207, -0.12889, 0.94970], [-2.06132, -1.30895, -0.11649], [0.45894, -2.19425, -0.03917], [-1.93628, 1.31274, -0.75300], [-1.86322, 1.32673, 0.92422]],
  "forces_ev_per_angstrom": [[-2.018, 1.039, -1.018], [-1.399, -0.780, 1.237], [-1.729, -0.522, 0.561], [-1.701, -0.675, -1.385], [1.687, -1.344, -0.223], [3.373, -0.030, 1.028], [-0.027, 0.213, -0.820], [-0.295, -0.154, -0.001], [2.102, 1.593, 0.247], [-0.480, 1.462, 0.143], [-0.087, -0.452, -0.130], [0.574, -0.352, 0.361]],
  "lowdin_charge": [-0.065, 0.132, -0.073, -0.145, 0.143, 0.153, 0.112, 0.124, 0.195, 0.129, 0.143, 0.150],
  "energy_ha": -248.4602,
  "gap_ha": 0.391,
  "lumo_ev": -5.3,
  "total_charge": 1,
  "homo_energy_ev": -15.909
}

[3]
{
  "formula": "C5H6N",
  "method": "the ωB97M-V functional and the def2-TZVPD basis",
  "symbols": ["C", "C", "C", "C", "C", "N", "H", "H", "H", "H", "H", "H"],
  "coordinates": [[1.25849, -0.30069, 0.12120], [1.91223, 0.89181, 0.43866], [0.98979, -1.58141, -0.05784], [0.50157, 1.18275, -0.04063], [-0.61903, 0.64457, 0.58020], [-1.61478, 0.37135, -0.23483], [-0.00104, -1.85630, -0.42791], [1.74731, -2.29711, 0.10853], [0.59620, 1.71026, -0.96823], [-0.63785, 0.47590, 1.64031], [-2.44528, -0.10645, -0.00488], [-1.68761, 0.86531, -1.15458]],
  "forces_ev_per_angstrom": [[0.280, 1.704, 0.446], [0.366, -0.329, -0.359], [-1.045, 0.976, -0.521], [2.282, -1.073, 1.522], [-0.550, 0.065, -1.748], [-0.912, 1.229, -1.396], [0.373, -0.205, -0.098], [0.572, -0.894, 0.526], [-0.668, 0.317, -0.558], [-0.125, -0.600, 0.199], [-1.010, -0.319, 0.877], [0.438, -0.871, 1.110]],
  "lowdin_charge": [-0.173, 0.230, 0.207, -0.141, -0.116, 0.176, 0.105, 0.099, 0.147, 0.170, 0.122, 0.174],
  "energy_ha": -248.3878,
  "gap_ha": [0.259, 0.259],
  "lumo_ev": [-6.6, -6.6],
  "total_charge": 1,
  "homo_energy_ev": [-13.645, -13.645]
}

[4]
{
  "formula": "C5H6N",
  "method": "the ωB97M-V functional and the def2-TZVPD basis",
  "symbols": ["C", "C", "C", "N", "C", "C", "H", "H", "H", "H", "H", "H"],
  "coordinates": [[-0.98068, 1.28077, -0.67356], [-0.29198, 0.34919, 0.26010], [1.18253, -0.02661, -0.02106], [1.41283, -1.08297, 0.90553], [0.53884, -1.97896, 0.69624], [0.02304, -1.05428, -0.28251], [-0.72848, 2.32006, -0.44364], [-2.06059, 1.18594, -0.55336], [-0.71863, 1.07529, -1.70926], [-0.57710, 0.43053, 1.30600], [1.92997, 0.39979, -0.66234], [0.27026, -2.89876, 1.17785]],
  "forces_ev_per_angstrom": [[-0.138, 0.432, -0.215], [-0.245, -0.333, 0.280], [-1.980, -1.018, -1.331], [-0.111, -0.364, 0.657], [0.357, -1.021, 0.263], [1.668, 2.663, 0.112], [0.045, -0.160, 0.005], [0.051, -0.066, -0.039], [-0.019, 0.032, -0.086], [0.147, -0.056, 0.094], [0.234, 0.043, -0.014], [-0.008, -0.154, 0.274]],
  "lowdin_charge": [-0.031, -0.199, 0.003, 0.220, 0.069, 0.139, 0.107, 0.105, 0.100, 0.156, 0.173, 0.159],
  "energy_ha": -248.3835,
  "gap_ha": [0.305, 0.305],
  "smiles": "C[C@@H]1[C@H]2[N+]3=C[C@]123",
  "lumo_ev": [-7.3, -7.3],
  "total_charge": 1,
  "homo_energy_ev": [-15.647, -15.641]
}

[5]
{
  "formula": "C5H6N",
  "method": "the ωB97M-V functional and the def2-TZVPD basis",
  "symbols": ["C", "C", "C", "C", "C", "N", "H", "H", "H", "H", "H", "H"],
  "coordinates": [[-1.12710, -0.44195, -1.35167], [-2.04574, -1.08201, -0.67491], [0.20319, 0.22996, -1.47205], [-1.22637, -0.07206, 0.41303], [0.17289, 0.45626, 0.10541], [-0.02007, -0.72081, 0.92182], [0.83330, -0.47686, -2.02132], [-0.03207, 1.22010, -1.90176], [-1.96889, 0.48065, 1.12322], [0.86009, 1.20112, 0.50747], [0.40270, -0.49023, 1.93401], [0.20666, -1.67520, 0.53745]],
  "forces_ev_per_angstrom": [[-2.023, -1.187, 2.183], [2.312, 1.710, -1.079], [-1.760, -0.117, 0.698], [-2.276, 1.766, 1.398], [0.998, 0.088, -3.330], [2.184, -1.448, 2.908], [0.746, 0.849, 0.355], [1.003, -0.418, -0.175], [1.635, -1.340, -1.232], [-0.852, 0.186, 0.211], [-1.668, -1.080, -2.557], [-0.301, 0.992, 0.619]],
  "lowdin_charge": [-0.040, 0.141, -0.028, -0.199, -0.141, 0.132, 0.137, 0.143, 0.204, 0.170, 0.265, 0.216],
  "energy_ha": -248.3678,
  "gap_ha": 0.403,
  "lumo_ev": -4.0,
  "total_charge": 1,
  "homo_energy_ev": -14.940
}

[6]
{
  "formula": "C5H6N",
  "method": "the ωB97M-V functional and the def2-TZVPD basis",
  "symbols": ["C", "C", "C", "C", "C", "N", "H", "H", "H", "H", "H", "H"],
  "coordinates": [[-2.70654, 0.37482, -0.84332], [-1.82339, 0.10250, -0.04332], [0.64162, 0.10309, 0.09490], [1.25990, 1.23658, 0.23355], [0.77567, -1.29022, -0.10971], [-0.70321, -0.07291, 0.63477], [-3.42537, 0.66338, -1.58474], [0.72362, 1.99596, 0.79005], [2.35475, 1.15526, 0.12478], [0.19004, -2.05740, -0.64121], [1.57882, -1.84901, 0.44631], [-0.71650, -0.15809, 1.67129]],
  "forces_ev_per_angstrom": [[1.692, -0.485, 1.253], [-2.288, 0.808, -2.496], [-2.605, -0.624, -0.648], [2.153, -0.354, 0.928], [1.156, -1.635, 0.969], [1.411, -1.099, 2.102], [-0.061, -0.152, 0.293], [0.336, 0.484, -0.524], [-0.592, 0.958, -0.276], [-0.334, 1.326, -0.354], [-0.667, 0.773, -0.180], [-0.200, 0.000, -1.067]],
  "lowdin_charge": [0.227, -0.144, -0.363, 0.179, 0.290, 0.051, 0.064, 0.114, 0.120, 0.128, 0.134, 0.200],
  "energy_ha": -248.3921,
  "gap_ha": 0.266,
  "lumo_ev": -6.9,
  "total_charge": 1,
  "homo_energy_ev": -14.141
}

[7]
{
  "formula": "C5H6N",
  "method": "the ωB97M-V functional and the def2-TZVPD basis",
  "symbols": ["C", "N", "C", "C", "C", "C", "H", "H", "H", "H", "H", "H"],
  "coordinates": [[-2.03419, -1.78623, 0.82535], [-1.33962, -1.61344, -0.07161], [-0.03982, -1.18336, -0.74328], [1.08289, -0.99542, 0.11742], [0.48271, 0.08987, -0.22701], [0.38925, 1.47227, 0.09570], [-2.83189, -1.76908, 1.45314], [0.12517, -1.60369, -1.72288], [1.88822, -1.40455, 0.72484], [-0.60450, 1.47771, 0.48469], [0.58676, 2.16851, -0.72574], [1.15500, 1.73951, 0.92131]],
  "forces_ev_per_angstrom": [[1.909, 0.598, -3.334], [0.155, -0.600, 1.338], [-0.071, 0.012, -0.960], [1.331, -0.134, 1.593], [1.447, -1.470, -0.042], [1.544, 1.655, 0.915], [-1.922, -0.310, 1.981], [-1.084, -0.049, -0.283], [-0.434, -0.235, -0.387], [-0.915, 1.294, 0.377], [-0.587, -0.174, 0.051], [-1.373, -0.588, -1.249]],
  "lowdin_charge": [0.320, 0.234, -0.150, 0.081, -0.201, -0.009, 0.104, 0.144, 0.145, 0.086, 0.106, 0.141],
  "energy_ha": -248.4587,
  "gap_ha": 0.374,
  "smiles": "C#[N+][C@@H]1C=C1C",
  "lumo_ev": -4.8,
  "total_charge": 1,
  "homo_energy_ev": -14.985
}

[8]
{
  "formula": "C5H6N",
  "method": "the ωB97M-V functional and the def2-TZVPD basis",
  "symbols": ["C", "C", "C", "C", "C", "N", "H", "H", "H", "H", "H", "H"],
  "coordinates": [[1.01375, 1.00454, -0.09075], [1.89340, -0.09908, -0.04905], [-1.03163, -0.56443, 0.01021], [-1.26333, 0.92072, -0.05001], [0.09953, -1.19704, -0.09636], [-0.05163, 1.58009, -0.15530], [2.48669, -0.44259, -0.88121], [2.07143, -0.41494, 0.97426], [-1.87906, -1.14670, 0.16368], [0.46137, -2.24172, 0.20373], [-2.01851, 1.36254, -0.87713], [-1.78199, 1.23862, 0.84793]],
  "forces_ev_per_angstrom": [[2.392, -0.382, -0.651], [-3.546, 2.081, 0.558], [-5.007, 3.094, -0.068], [-1.681, -0.895, -2.131], [6.812, -4.225, -0.168], [2.716, 1.223, 0.478], [0.039, 0.166, -0.080], [0.689, 0.034, -0.072], [-1.944, -0.906, 0.668], [-1.517, 1.376, -0.541], [1.426, -1.496, 1.438], [-0.379, -0.070, 0.567]],
  "lowdin_charge": [-0.073, 0.086, 0.019, -0.151, 0.179, 0.089, 0.106, 0.106, 0.118, 0.148, 0.220, 0.154],
  "multiplicity": 3,
  "energy_ha": -248.3096,
  "gap_ha": [0.259, 0.230],
  "lumo_ev": [-4.6, -9.2],
  "total_charge": 1,
  "homo_energy_ev": [-11.638, -15.489]
}

[9]
{
  "formula": "C5H6N2",
  "method": "the ωB97M-V functional and the def2-TZVPD basis",
  "symbols": ["N", "C", "C", "C", "C", "C", "N", "H", "H", "H", "H", "H", "H"],
  "coordinates": [[1.08964, 0.42429, 2.31307], [0.73434, -0.44929, 1.63427], [0.23870, -1.03130, 0.38639], [-1.17002, -0.49933, 0.03633], [-0.46510, 0.33592, -1.02390], [0.68611, 1.15601, -0.48529], [0.87118, -0.28839, -0.76993], [0.39068, -2.10806, 0.31642], [-1.70611, 0.05079, 0.81311], [-1.80426, -1.29551, -0.35871], [-0.86909, 0.38471, -2.04774], [0.85378, 1.55052, 0.55815], [1.17448, 1.71478, -1.28923]],
  "forces_ev_per_angstrom": [[-0.342, -1.611, 0.015], [0.543, 1.348, 0.692], [0.199, 0.035, 0.444], [-0.095, 0.042, 0.126], [-0.160, 0.300, 0.000], [-0.171, -0.199, -0.740], [0.215, -0.050, 0.146], [-0.024, 0.188, -0.052], [0.073, -0.152, -0.065], [0.089, 0.206, -0.078], [0.421, 0.387, 0.540], [-0.673, -0.465, -1.480], [-0.075, -0.031, 0.451]],
  "lowdin_charge": [0.156, -0.171, -0.278, -0.086, -0.225, -0.094, -0.001, 0.137, 0.113, 0.110, 0.134, 0.098, 0.106],
  "energy_ha": -303.5310,
  "gap_ha": 0.392,
  "smiles": "N#C[C@H]1C[C@H]2CN21",
  "lumo_ev": 0.9,
  "total_charge": 0,
  "homo_energy_ev": -9.718
}